(1)
A gas-phase ion, C4H10NO (charge +1) at a distorted geometry, computed with ωB97M-V/def2-TZVPD.

Relative energy (zero: lowest compared OMol25 entry of this formula, charge and spin) (kcal per mole): 121.34
DFT total energy (Ha): -287.96972
Frontier orbital gap (spin up / spin down) (Ha): 0.2651 / 0.3158
F_max (eV Å⁻¹): 3.251

ORCA input file:
```
! wB97M-V def2-TZVPD RIJCOSX def2/J DEFGRID3
* xyz 1 1
C 1.492 0.487 0.010
C -1.046 -0.075 -0.383
C 2.789 -0.185 -0.069
C -1.732 -1.359 0.062
N -1.741 1.276 0.019
O 0.318 -0.147 -0.187
H 1.515 1.550 0.405
H 3.628 -0.078 0.680
H 3.156 0.397 -1.017
H 2.792 -1.317 -0.160
H -1.097 -2.195 0.331
H -2.378 -1.831 -0.697
H -2.369 -1.278 0.858
H -1.610 1.473 1.056
H -2.641 1.301 -0.540
H -1.074 1.981 -0.369
*
```

Here are the Löwdin charges for atoms 1 to 4, given in e:
1. C -0.126
2. C -0.234
3. C -0.069
4. C -0.030

***

(2)
2 unconnected molecules or ions with the total composition C4H10NO at a distorted geometry, computed with ωB97M-V/def2-TZVPD.

Relative energy (zero: lowest compared OMol25 entry of this formula, charge and spin) (kcal per mole): 50.50
DFT total energy (Ha): -288.08262
Frontier orbital gap (Ha): 0.4024
F_max (eV Å⁻¹): 4.991

ORCA input file:
```
! wB97M-V def2-TZVPD RIJCOSX def2/J DEFGRID3
* xyz 1 1
C -0.989 1.747 -2.316
C -1.590 0.594 -2.034
C 0.494 -1.179 0.350
C 1.210 -0.382 2.542
N 0.933 -1.473 1.498
O 0.264 0.004 -0.009
H -1.231 2.718 -1.873
H -0.178 1.934 -3.032
H -2.332 0.831 -1.277
H 0.019 0.199 -0.916
H 0.225 -1.985 -0.461
H 0.500 -0.519 3.489
H 2.291 -0.318 2.683
H 0.769 0.535 2.019
H -1.340 -0.284 -2.549
H 0.958 -2.421 1.887
*
```

Here are the Löwdin charges for atoms 1 to 4, given in e:
1. C -0.046
2. C -0.079
3. C -0.205
4. C 0.024

***

(3)
A gas-phase ion, C4H10NO (charge +1) at a distorted geometry, computed with ωB97M-V/def2-TZVPD.

Relative energy (zero: lowest compared OMol25 entry of this formula, charge and spin) (kcal per mole): 51.37
DFT total energy (Ha): -288.08122
Frontier orbital gap (Ha): 0.3922
F_max (eV Å⁻¹): 3.694

ORCA input file:
```
! wB97M-V def2-TZVPD RIJCOSX def2/J DEFGRID3
* xyz 1 1
C -1.495 -0.239 1.189
C -0.316 0.155 0.156
C 0.480 -1.254 -0.377
O -0.951 0.674 -0.975
C 1.083 0.692 0.240
N 1.566 1.352 -0.763
H -2.259 0.511 1.524
H -1.141 -0.843 2.170
H -2.055 -1.012 0.536
H 0.909 -0.975 -1.439
H -0.416 -2.005 -0.580
H 1.258 -1.642 0.255
H -1.909 0.689 -0.740
H 1.759 0.607 1.149
H 0.968 1.690 -1.490
H 2.521 1.600 -0.854
*
```

Here are the Löwdin charges for atoms 1 to 4, given in e:
1. C -0.001
2. C -0.470
3. C 0.014
4. O -0.013

***

(4)
2 unconnected molecules or ions with the total composition C4H10NO at a distorted geometry, computed with ωB97M-V/def2-TZVPD.

Relative energy (zero: lowest compared OMol25 entry of this formula, charge and spin) (kcal per mole): 147.22
DFT total energy (Ha): -287.92848
Frontier orbital gap (Ha): 0.2256
F_max (eV Å⁻¹): 4.472

ORCA input file:
```
! wB97M-V def2-TZVPD RIJCOSX def2/J DEFGRID3
* xyz 1 1
C 1.693 -2.945 0.902
C -1.211 2.153 0.626
C 1.263 -1.882 0.222
C -1.498 1.422 -0.675
N -0.426 0.564 -0.808
O 0.494 0.832 -1.638
H 1.237 0.117 -1.371
H 2.787 -3.234 0.790
H 1.140 -3.741 1.282
H -0.482 2.931 0.651
H -2.231 2.514 0.858
H -1.195 1.409 1.362
H 2.128 -1.308 -0.130
H 0.327 -1.731 -0.112
H -1.691 2.088 -1.522
H -2.336 0.811 -0.436
*
```

Here are the Löwdin charges for atoms 1 to 4, given in e:
1. C -0.023
2. C 0.003
3. C -0.088
4. C -0.191

***

(5)
A molecular structure, C4H10NO at a distorted geometry, computed with ωB97M-V/def2-TZVPD.

Relative energy (zero: lowest compared OMol25 entry of this formula, charge and spin) (kcal per mole): 53.80
DFT total energy (Ha): -287.89096
Frontier orbital gap (spin up / spin down) (Ha): 0.2762 / 0.2279
<S²>: 2.0103
F_max (eV Å⁻¹): 3.681

ORCA input file:
```
! wB97M-V def2-TZVPD RIJCOSX def2/J DEFGRID3
* xyz 1 3
C -0.633 -0.286 0.745
C -0.188 2.022 0.660
C 0.689 0.687 -1.081
C -0.221 -2.146 0.399
N -0.137 0.724 0.105
O 0.466 -2.465 -0.759
H -1.113 -0.066 1.643
H -0.734 2.118 1.524
H -0.826 2.561 -0.110
H 0.794 2.485 0.690
H 0.580 -0.297 -1.612
H 1.737 0.986 -0.976
H 0.388 1.420 -1.735
H 0.372 -2.000 1.315
H -1.234 -2.613 0.543
H 0.059 -3.133 -1.350
*
```

Here are the Löwdin charges for atoms 1 to 4, given in e:
1. C 0.054
2. C -0.024
3. C -0.019
4. C 0.013

***

(6)
A gas-phase ion, C4H10NO (charge +2) at a distorted geometry, computed with ωB97M-V/def2-TZVPD.

Relative energy (zero: lowest compared OMol25 entry of this formula, charge and spin) (kcal per mole): 148.80
DFT total energy (Ha): -287.40500
Frontier orbital gap (spin up / spin down) (Ha): 0.2455 / 0.3041
<S²>: 1.2522
F_max (eV Å⁻¹): 2.928

ORCA input file:
```
! wB97M-V def2-TZVPD RIJCOSX def2/J DEFGRID3
* xyz 2 2
C -1.222 -0.960 0.707
C -0.536 -0.574 -0.745
C 0.061 0.754 -1.165
C 1.134 1.387 -0.024
O 1.943 0.345 0.292
N -0.143 -1.251 1.526
H -1.864 -0.059 0.950
H -1.900 -1.813 0.477
H 0.223 -1.351 -0.844
H -1.304 -0.706 -1.534
H 0.814 0.725 -1.944
H -0.751 1.388 -1.433
H 1.686 2.198 -0.534
H 1.548 -0.251 1.009
H 0.583 1.840 0.802
H -0.270 -1.672 2.458
*
```

Here are the Löwdin charges for atoms 1 to 4, given in e:
1. C -0.079
2. C -0.096
3. C 0.004
4. C -0.068

***

(7)
2 unconnected molecules or ions with the total composition C4H10NO2 at a distorted geometry, computed with ωB97M-V/def2-TZVPD.

Relative energy (zero: lowest compared OMol25 entry of this formula, charge and spin) (kcal per mole): 72.53
DFT total energy (Ha): -363.60883
Frontier orbital gap (Ha): 0.2207
F_max (eV Å⁻¹): 2.004

ORCA input file:
```
! wB97M-V def2-TZVPD RIJCOSX def2/J DEFGRID3
* xyz -1 1
N -0.855 -2.442 -0.042
C -1.252 -1.974 1.386
O -1.420 -2.924 2.236
H -1.693 -2.860 -0.448
H -0.250 -3.238 0.169
H -0.483 -1.209 1.616
H -2.160 -1.212 1.160
O 2.041 3.188 -1.991
C 1.764 2.568 -0.975
C 0.371 2.065 -0.703
C 0.409 0.584 -0.260
H 2.574 2.183 -0.325
H -0.213 2.116 -1.601
H -0.056 2.670 0.111
H 0.840 -0.105 -1.048
H -0.588 0.225 0.026
H 0.972 0.365 0.689
*
```

Here are the Löwdin charges for atoms 1 to 4, given in e:
1. N -0.052
2. C -0.690
3. O -0.312
4. H 0.013

***

(8)
A gas-phase ion, C4H10NO2 (charge -1) at a distorted geometry, computed with ωB97M-V/def2-TZVPD.

Relative energy (zero: lowest compared OMol25 entry of this formula, charge and spin) (kcal per mole): 117.40
DFT total energy (Ha): -363.53733
Frontier orbital gap (Ha): 0.2342
F_max (eV Å⁻¹): 3.825

ORCA input file:
```
! wB97M-V def2-TZVPD RIJCOSX def2/J DEFGRID3
* xyz -1 1
N -1.349 0.295 0.977
C 0.201 0.209 0.631
C 1.147 -0.369 1.750
O 0.670 0.049 2.925
C 0.581 -0.365 -0.765
C -0.095 0.165 -1.963
O -1.631 0.459 -2.088
H -1.623 -0.266 1.887
H -2.219 0.610 0.503
H 0.446 1.245 0.619
H 1.078 -1.570 1.527
H 2.174 -0.077 1.532
H 0.537 -1.408 -0.717
H 1.647 -0.057 -0.713
H -0.141 -0.449 -2.875
H 0.494 1.164 -2.039
H -1.919 0.365 -1.191
*
```

Here are the Löwdin charges for atoms 1 to 4, given in e:
1. N -0.020
2. C -0.331
3. C -0.524
4. O -0.353

***

(9)
A gas-phase ion, C4H10NO2 (charge -1) at a distorted geometry, computed with ωB97M-V/def2-TZVPD.

Relative energy (zero: lowest compared OMol25 entry of this formula, charge and spin) (kcal per mole): 75.34
DFT total energy (Ha): -363.60437
Frontier orbital gap (Ha): 0.2207
F_max (eV Å⁻¹): 1.312

ORCA input file:
```
! wB97M-V def2-TZVPD RIJCOSX def2/J DEFGRID3
* xyz -1 1
C -0.989 1.064 -1.343
N -0.287 -0.219 -1.337
C 0.324 -0.548 -0.058
C -0.748 -1.153 0.916
O -1.816 -1.614 0.210
C 1.186 0.592 0.510
O 1.913 0.132 1.638
H -0.255 1.868 -1.299
H -1.540 1.071 -2.288
H -1.756 1.153 -0.562
H -1.007 -0.940 -1.366
H 1.083 -1.304 -0.300
H -0.306 -1.979 1.511
H -1.013 -0.395 1.713
H 1.863 0.979 -0.256
H 0.549 1.411 0.868
H 2.800 -0.120 1.445
*
```

Here are the Löwdin charges for atoms 1 to 4, given in e:
1. C -0.162
2. N -0.113
3. C -0.363
4. C -0.457

***

(10)
A gas-phase ion, C4H10NO2 (charge +1) at a distorted geometry, computed with ωB97M-V/def2-TZVPD.

Relative energy (zero: lowest compared OMol25 entry of this formula, charge and spin) (kcal per mole): 64.56
DFT total energy (Ha): -363.33278
Frontier orbital gap (Ha): 0.3917
F_max (eV Å⁻¹): 4.114

ORCA input file:
```
! wB97M-V def2-TZVPD RIJCOSX def2/J DEFGRID3
* xyz 1 1
N -1.273 0.724 -0.045
C -0.073 -0.064 0.577
C -0.012 -1.515 -0.039
O -1.412 -1.797 -0.087
C 1.197 0.787 0.508
C 1.422 1.070 -0.970
O 0.415 1.273 -1.695
H -1.423 1.598 0.528
H -1.239 0.875 -1.144
H -2.169 0.180 0.068
H -0.524 -0.123 1.622
H 0.431 -1.560 -0.976
H 0.599 -2.245 0.635
H -1.566 -2.741 0.286
H 2.017 0.105 1.002
H 1.173 1.880 0.950
H 2.436 1.554 -1.221
*
```

Here are the Löwdin charges for atoms 1 to 4, given in e:
1. N 0.144
2. C -0.255
3. C -0.168
4. O -0.100

***

(11)
A gas-phase ion, C4H10NO2 (charge +1) at a distorted geometry, computed with ωB97M-V/def2-TZVPD.

Relative energy (zero: lowest compared OMol25 entry of this formula, charge and spin) (kcal per mole): 37.03
DFT total energy (Ha): -363.37664
Frontier orbital gap (Ha): 0.4189
F_max (eV Å⁻¹): 1.789

ORCA input file:
```
! wB97M-V def2-TZVPD RIJCOSX def2/J DEFGRID3
* xyz 1 1
N -0.300 0.205 1.487
C -0.345 0.652 0.090
C -1.675 1.366 -0.102
O -2.294 1.738 0.857
C -0.186 -0.564 -0.858
C 1.264 -1.016 -0.960
O 1.912 -0.873 0.309
H 0.634 -0.055 1.814
H -0.748 0.837 2.168
H -0.903 -0.622 1.547
H 0.455 1.314 -0.222
H -2.115 1.452 -1.105
H -0.586 -0.212 -1.808
H -0.889 -1.339 -0.548
H 1.839 -0.500 -1.722
H 1.254 -2.078 -1.210
H 2.684 -0.304 0.265
*
```

Here are the Löwdin charges for atoms 1 to 4, given in e:
1. N 0.226
2. C -0.254
3. C -0.167
4. O 0.104

***

(12)
A gas-phase ion, C4H10NO2 (charge +1) at a distorted geometry, computed with ωB97M-V/def2-TZVPD.

Relative energy (zero: lowest compared OMol25 entry of this formula, charge and spin) (kcal per mole): 35.38
DFT total energy (Ha): -363.37928
Frontier orbital gap (Ha): 0.4198
F_max (eV Å⁻¹): 1.657

ORCA input file:
```
! wB97M-V def2-TZVPD RIJCOSX def2/J DEFGRID3
* xyz 1 1
C 0.530 -1.448 1.279
C -0.244 -0.237 0.753
O -1.467 -0.749 0.182
C 0.468 0.607 -0.328
N 0.020 0.033 -1.653
C 0.052 2.062 -0.294
O -0.649 2.474 -1.180
H -0.156 -2.008 1.921
H 0.869 -2.136 0.497
H 1.413 -1.162 1.867
H -0.474 0.366 1.631
H -2.101 -0.744 0.895
H 1.562 0.593 -0.192
H 0.563 -0.808 -1.861
H 0.226 0.697 -2.405
H -0.987 -0.156 -1.690
H 0.375 2.616 0.575
*
```

Here are the Löwdin charges for atoms 1 to 4, given in e:
1. C -0.026
2. C -0.357
3. O -0.028
4. C -0.177

***

(13)
2 unconnected molecules or ions with the total composition C4H10NO2P at a distorted geometry, computed with ωB97M-V/def2-TZVPD.

Relative energy (zero: lowest compared OMol25 entry of this formula, charge and spin) (kcal per mole): 99.17
DFT total energy (Ha): -704.90473
Frontier orbital gap (spin up / spin down) (Ha): 0.2285 / 0.2874
F_max (eV Å⁻¹): 4.938

ORCA input file:
```
! wB97M-V def2-TZVPD RIJCOSX def2/J DEFGRID3
* xyz 0 1
C 0.657 -1.654 0.049
C 0.412 -0.523 -1.007
C 1.013 -0.997 1.365
C 1.194 0.555 -0.385
N 1.673 0.204 0.845
O -2.494 1.586 -1.589
O -2.212 1.097 0.834
P -1.650 2.202 -0.260
H -0.244 -2.347 -0.057
H 1.497 -2.130 -0.238
H 0.589 -0.945 -1.922
H -0.715 -0.256 -0.956
H 0.019 -0.796 1.880
H 1.712 -1.433 2.066
H 1.872 1.302 -0.938
H -2.154 2.137 -2.301
H 1.985 0.816 1.600
H -3.154 1.183 1.013
*
```

Here are the Löwdin charges for atoms 1 to 4, given in e:
1. C -0.180
2. C -0.201
3. C -0.197
4. C -0.218

***

(14)
2 unconnected molecules or ions with the total composition C4H10NO2S at a distorted geometry, computed with ωB97M-V/def2-TZVPD.

Relative energy (zero: lowest compared OMol25 entry of this formula, charge and spin) (kcal per mole): 23.54
DFT total energy (Ha): -761.88390
Frontier orbital gap (Ha): 0.2506
F_max (eV Å⁻¹): 1.512

ORCA input file:
```
! wB97M-V def2-TZVPD RIJCOSX def2/J DEFGRID3
* xyz -1 1
O 2.901 0.786 1.984
C 2.140 0.347 1.129
N 1.122 1.061 0.619
C 0.094 0.580 -0.339
C 0.128 -0.902 -0.620
S -1.526 -1.425 -1.335
C 0.155 1.449 -1.631
H 2.258 -0.645 0.682
H 0.907 1.911 1.131
H -0.870 0.792 0.116
H 0.228 -1.528 0.265
H 0.874 -1.172 -1.369
H 1.103 1.952 -1.811
H -0.070 0.779 -2.462
H -0.628 2.200 -1.537
H -1.840 -1.091 1.172
H -3.331 -0.653 1.224
O -2.460 -0.458 1.570
*
```

Here are the Löwdin charges for atoms 1 to 4, given in e:
1. O -0.048
2. C -0.383
3. N 0.058
4. C -0.464

***

(15)
2 unconnected molecules or ions with the total composition C4H10NO2S at a distorted geometry, computed with ωB97M-V/def2-TZVPD.

Relative energy (zero: lowest compared OMol25 entry of this formula, charge and spin) (kcal per mole): 11.80
DFT total energy (Ha): -761.90260
Frontier orbital gap (Ha): 0.2942
F_max (eV Å⁻¹): 2.412

ORCA input file:
```
! wB97M-V def2-TZVPD RIJCOSX def2/J DEFGRID3
* xyz -1 1
C -0.119 2.304 0.282
C -1.117 1.188 0.575
C -0.541 0.110 1.486
S -1.936 -1.124 1.867
H -0.513 3.139 -0.394
H 0.687 1.827 -0.314
H 0.234 2.705 1.342
H -2.069 1.569 1.068
H -1.379 0.742 -0.398
H -0.161 0.582 2.420
H 0.253 -0.462 0.933
H -1.394 -1.815 0.813
N 1.844 -2.207 -1.987
C 1.018 -1.432 -1.162
O 1.197 -0.176 -1.074
O 0.086 -2.014 -0.565
H 1.555 -3.154 -2.153
H 2.354 -1.783 -2.740
*
```

Here are the Löwdin charges for atoms 1 to 4, given in e:
1. C -0.155
2. C -0.405
3. C -0.545
4. S 0.575